Record 1
16
Properties=species:S:1:pos:R:3:forces:R:3 method="wB97M-V/def2-TZVPD" e_above_lowest_kcal_mol=32.6 charge=0 smiles="C=CCCSC" max_force_ha_per_bohr=0.064 e_lumo_ev=1.1 multiplicity=1
C -2.19820 -2.17040 0.48970 2.43 1.93 -1.05
C -1.24508 -1.19209 0.50169 -1.92 -0.87 0.52
C -0.35517 -0.89385 -0.70374 0.06 -0.43 0.56
C 0.74041 0.15095 -0.43818 -1.00 0.25 -1.22
S 0.10843 1.82197 -0.34143 -1.53 0.78 0.22
C 1.63276 2.49332 0.24851 0.11 -1.42 2.30
H -2.81945 -2.38629 1.29648 -0.85 -0.06 1.40
H -2.37739 -2.76087 -0.38386 0.12 -0.37 -0.51
H -1.24146 -0.55316 1.41996 0.50 -0.46 -0.94
H -0.99610 -0.66330 -1.56522 0.26 0.37 0.16
H 0.12600 -1.84288 -0.97918 0.06 0.21 0.07
H 1.43499 0.25787 -1.27512 0.33 -0.85 0.32
H 1.20237 0.03946 0.51870 0.61 -0.79 0.38
H 2.05124 1.75972 0.98943 -0.34 0.72 -0.39
H 1.62544 3.43940 0.74573 -0.55 0.66 0.06
H 2.31121 2.50014 -0.52348 1.72 0.32 -1.87

=====

Record 2
20
Properties=species:S:1:pos:R:3:forces:R:3 method="wB97M-V/def2-TZVPD" e_above_lowest_kcal_mol=48.1 charge=0 smiles="C=C(O)/C=C/CC.O" max_force_ha_per_bohr=0.026 e_lumo_ev=0.7 multiplicity=1
C 2.17264 -0.66671 -1.82318 0.26 0.16 -0.35
C 1.46751 -1.05033 -0.76602 -0.64 0.38 -0.45
O 2.09401 -1.61754 0.29796 0.52 -0.33 0.19
C -0.02010 -0.91488 -0.65113 0.93 -0.30 0.10
C -0.57330 0.16977 -0.12833 -0.36 -0.80 0.00
C -2.03394 0.32158 0.18386 0.18 1.33 0.04
C -2.35307 -0.10796 1.61335 0.17 0.00 -0.05
H 3.22666 -0.88179 -1.90525 0.18 0.01 0.24
H 1.74262 -0.15392 -2.67615 -0.28 -0.16 0.27
H 1.47041 -2.03484 0.89688 -0.24 0.11 -0.02
H -0.54047 -1.82265 -0.94433 -0.44 0.21 -0.01
H 0.10899 0.94917 0.17394 -0.14 0.30 -0.01
H -2.26193 1.39268 0.11925 0.02 -0.01 0.00
H -2.68161 -0.10636 -0.57412 0.03 -0.59 0.04
H -2.20171 -1.17759 1.73257 -0.05 -0.13 0.10
H -1.69907 0.40880 2.32589 -0.04 -0.10 -0.15
H -3.37337 0.15113 1.87567 -0.20 -0.09 0.04
O 1.69340 2.72289 -0.08676 0.22 -0.39 0.08
H 1.54454 2.41269 0.81449 0.07 0.19 -0.03
H 2.21779 2.00587 -0.47859 -0.17 0.21 -0.03

=====

Record 3
9
Properties=species:S:1:pos:R:3:forces:R:3 method="wB97M-V/def2-TZVPD" e_above_lowest_kcal_mol=30.0 charge=0 smiles=Oc1cocn1 max_force_ha_per_bohr=0.007 e_lumo_ev=0.8 multiplicity=1
O -0.93134 1.48895 1.03758 0.07 0.07 0.04
C -0.34521 0.50687 0.31157 0.10 -0.33 0.10
C -0.08563 -0.75531 0.71798 -0.11 0.12 0.09
O 0.45025 -1.42153 -0.34688 -0.01 0.02 -0.08
C 0.48605 -0.50547 -1.33034 0.01 0.11 -0.12
N 0.02963 0.65901 -1.01026 0.07 -0.22 0.08
H -0.26715 2.15119 1.25912 -0.09 0.10 -0.09
H -0.22122 -1.29153 1.64205 0.02 0.04 -0.13
H 0.88465 -0.83217 -2.28083 -0.06 0.09 0.13

=====

Record 4
33
Properties=species:S:1:pos:R:3:forces:R:3 method="wB97M-V/def2-TZVPD" charge=-2 max_force_ha_per_bohr=0.123 e_lumo_ev=4.5 multiplicity=1
C 1.45380 -1.89169 -1.93400 -1.15 -1.73 -3.52
C -1.73809 -1.50188 -2.27779 -0.09 -1.45 -1.38
H 1.71696 -1.55846 -2.94801 0.43 0.09 0.22
H 0.83308 -2.79655 -2.11805 1.15 -0.26 -0.10
H 2.34379 -2.16469 -1.37177 -0.37 0.64 0.53
H -2.37662 -0.63649 -2.44261 0.04 -0.26 -0.37
H -0.93431 -1.80541 -2.95513 -1.24 -0.30 -1.27
H -2.12073 -2.30452 -1.64935 -0.27 -0.09 -0.46
C 2.27751 0.89324 -0.32382 0.49 1.05 0.33
C 2.89826 2.02481 0.22975 -0.23 0.14 0.24
C 2.14412 2.94107 0.98837 -0.36 -0.17 -0.17
C 0.79667 2.62946 1.20073 0.22 -0.16 -0.18
H 2.87399 0.18340 -0.87223 -0.03 -0.22 -0.28
H 3.96129 2.21425 0.05634 -0.37 -0.30 0.05
H 2.58636 3.87508 1.40285 -0.35 -0.86 -0.39
H 0.13392 3.30983 1.75941 0.49 -0.47 -0.22
N 0.96654 0.65391 -0.22007 0.37 0.45 0.66
C 0.25802 1.44780 0.63391 0.67 0.85 -0.07
C -1.11125 1.04172 0.90174 -0.95 -0.46 -0.26
N -1.52939 0.01334 0.11999 -0.27 0.28 0.51
C -2.68271 -0.59929 0.37968 -0.39 0.66 0.59
C -3.22946 1.02215 2.06303 0.21 0.07 -0.12
C -3.58036 -0.13561 1.34115 0.31 0.08 -0.21
H -2.87999 -1.47482 -0.22316 -0.14 0.12 0.07
H -4.52960 -0.66974 1.47938 0.45 0.37 0.09
C -1.96838 1.60370 1.88066 -0.24 -0.31 -0.39
H -1.64468 2.48477 2.45329 -0.28 -0.56 -0.23
H -3.95362 1.46089 2.75644 0.36 -0.14 -0.10
Pd -0.11015 -0.92170 -1.30138 0.98 3.87 4.93
I 4.86091 -2.66072 -1.98472 0.71 -0.07 -0.22
S 0.08220 -2.63159 0.48656 -0.57 -0.94 1.07
C 1.56082 -2.17667 1.05699 2.47 0.45 1.10
N 2.64112 -1.86961 1.43184 -2.03 -0.35 -0.45